A structure of composition C16H49GaN4O6PS. Source: the Open Molecules 2025 dataset; level of theory: the ωB97M-V functional and the def2-TZVPD basis.

Computed properties:
Gap between HOMO and LUMO (eV): 6.161
HOMO energy (eV): -4.542

The geometry in ORCA input format:
```
! RIJCOSX wB97M-V def2-TZVPD def2/J DEFGRID3
* xyz -1 1
O 2.41439 -6.13067 -6.64180
P 1.80389 -6.05203 -8.17335
O 2.01605 -7.60950 -8.62125
S -0.12377 -5.71813 -8.15003
Ga 3.19047 -4.55540 -9.44251
H 3.03608 -5.40024 -6.53607
H 2.94397 -7.76305 -8.83740
H 2.42544 -3.17303 -9.45609
H 3.33957 -5.24798 -10.87195
H 4.59703 -4.50423 -8.66576
C -3.95243 -7.26146 -4.30634
C -2.64584 -6.79950 -4.94538
C -1.60829 -6.28130 -3.94475
O -1.91752 -5.01964 -3.36582
C -2.76725 -5.05456 -2.24550
N -2.92889 -5.85047 -6.01800
H -4.57198 -6.41115 -4.01637
H -4.52555 -7.84805 -5.02422
H -3.77379 -7.87416 -3.41915
H -2.17725 -7.66943 -5.41813
H -0.66663 -6.13723 -4.47681
H -1.44466 -7.01686 -3.14338
H -2.57476 -5.93500 -1.62098
H -3.82583 -5.04543 -2.52062
H -2.56407 -4.15920 -1.65476
H -2.05911 -5.69444 -6.52517
H -3.17184 -4.95550 -5.60240
C 0.94861 -2.04713 1.61618
C -0.03491 -2.54132 0.56135
C -1.50010 -2.43918 1.00060
O -1.89952 -3.40243 1.96053
C -1.64064 -3.06070 3.30552
N 0.34528 -3.88630 0.13365
H 1.07992 -2.78500 2.40944
H 1.92781 -1.88707 1.16359
H 0.61093 -1.11267 2.06822
H 0.05698 -1.88901 -0.31380
H -2.13506 -2.61610 0.12928
H -1.71845 -1.43122 1.37938
H -1.76710 -1.98555 3.47309
H -0.63172 -3.34206 3.61853
H -2.35803 -3.60208 3.92225
H -0.19786 -4.16627 -0.67734
H 0.09950 -4.53926 0.87181
C 1.86835 1.32154 4.51139
C 1.64121 1.72320 3.05854
C 1.99959 3.17934 2.75019
O 1.08837 4.12952 3.27337
C 1.32692 4.53643 4.60363
N 0.26984 1.38025 2.68051
H 1.08877 1.72615 5.15851
H 1.83657 0.23645 4.60414
H 2.83490 1.67315 4.87707
H 2.30487 1.11282 2.43627
H 1.97786 3.32034 1.66731
H 3.01580 3.40678 3.09891
H 2.39893 4.58719 4.82062
H 0.84963 3.87811 5.33406
H 0.90377 5.53486 4.71944
H 0.14547 1.50594 1.68043
H -0.36340 2.04606 3.11474
C -0.48088 10.12339 2.47674
C -0.38514 8.83063 3.27894
C -0.09893 9.04303 4.76985
O 1.22870 9.43252 5.06773
C 1.48561 10.81997 5.01082
N 0.57514 7.93949 2.63406
H 0.50723 10.54929 2.29807
H -0.92719 9.92305 1.50371
H -1.08846 10.87022 2.99166
H -1.36175 8.33623 3.23402
H -0.24413 8.09044 5.28591
H -0.80548 9.76747 5.19797
H 0.63145 11.39564 5.38359
H 1.71800 11.15853 3.99810
H 2.34653 11.01703 5.64853
H 0.54612 7.01505 3.04996
H 1.51268 8.29088 2.80291
*
```

A cluster of 9 separate species, C16H50N10O9 in total at a distorted geometry. Source: the Open Molecules 2025 dataset; level of theory: the ωB97M-V functional and the def2-TZVPD basis.

Computed properties:
Energy relative to the best compared isomer or geometry (same formula, charge and spin) (eV): 0.0000
Structure (SMILES): NC(N)=O.NC(N)=O.NC(N)=O.NC(N)=O.NC(N)=O.CC(C)O.CC(C)O.CC(C)O.CCO
Gap between HOMO and LUMO (eV): 10.564
HOMO energy (eV): -10.078

The geometry in ORCA input format:
```
! RIJCOSX wB97M-V def2-TZVPD def2/J DEFGRID3
* xyz 0 1
N 3.67745 -1.83256 2.23483
C 2.66594 -1.10005 2.73017
N 1.40533 -1.68744 2.51099
O 2.80083 -0.12641 3.49686
H 3.43453 -2.59060 1.60049
H 4.58642 -1.52156 2.37158
H 0.68662 -1.01921 2.62286
H 1.43384 -2.31621 1.67725
N 2.24648 -3.06993 -2.21541
C 1.58359 -2.56122 -1.09604
N 0.78001 -1.49852 -1.22865
O 1.59381 -3.15213 -0.06589
H 2.50030 -4.01697 -2.01586
H 1.66750 -3.00930 -3.01011
H 1.18619 -0.71976 -1.71854
H 0.34393 -1.31817 -0.33730
N 2.58996 4.53319 -3.75200
C 3.14864 3.30591 -3.69065
N 2.60645 2.44957 -4.61026
O 3.84939 2.96475 -2.74386
H 1.80161 4.53282 -4.36348
H 2.63092 5.05476 -2.86407
H 1.90906 2.71885 -5.27952
H 2.94299 1.52712 -4.66586
N -1.87423 3.33047 -3.91915
C -0.74818 2.69517 -4.56900
N -0.36445 1.49134 -4.07763
O -0.08482 3.26287 -5.48569
H -1.95661 4.29113 -4.17430
H -2.01010 3.24380 -2.90351
H 0.50052 1.25787 -4.47789
H -0.87013 1.03785 -3.29695
N -1.09969 0.28248 1.05549
C -0.71954 1.04208 -0.06456
N 0.44943 1.61996 0.16645
O -1.34755 1.12268 -1.10298
H -0.61643 0.57999 1.89869
H -2.13192 0.25008 0.99728
H 1.02138 1.76159 -0.60925
H 0.97897 1.19086 0.89533
C -6.47133 0.59128 0.65921
C -5.25107 -0.17856 0.23190
C -4.70436 0.17744 -1.13260
O -4.16209 0.11973 1.16822
H -6.17341 1.61188 0.81288
H -6.82052 0.29566 1.66559
H -7.26301 0.61908 -0.08943
H -5.39590 -1.26609 0.24246
H -3.71711 -0.33580 -1.21420
H -4.53297 1.27074 -1.28308
H -5.36786 -0.22083 -1.86855
H -4.21594 -0.48765 1.93172
C 5.34104 -0.17393 -1.85395
C 4.25540 -0.02866 -0.83192
C 4.57690 1.05942 0.27138
O 3.01139 0.40268 -1.42833
H 5.30902 -1.11845 -2.43616
H 6.16724 -0.19673 -1.25550
H 5.35471 0.73325 -2.46254
H 4.01763 -1.05616 -0.38666
H 4.90927 1.92608 -0.35565
H 5.34829 0.72726 0.91028
H 3.67683 1.28812 0.84441
H 3.26917 1.18918 -1.94217
C -3.36892 -4.02794 0.63758
C -2.99675 -3.87164 2.10784
C -1.62608 -4.53729 2.39529
O -3.02049 -2.47191 2.49574
H -4.25944 -3.43624 0.45936
H -3.73572 -4.97589 0.30936
H -2.47566 -3.75844 -0.05309
H -3.79908 -4.34379 2.61791
H -1.74203 -5.46666 1.94735
H -1.50684 -4.80065 3.48404
H -0.71935 -3.97888 2.04392
H -2.21262 -2.03954 2.17942
C -1.15332 2.36648 5.09028
C 0.15445 1.68068 4.96190
O 0.37348 1.34687 3.58568
H -1.88811 1.73346 4.55048
H -1.18529 3.33424 4.61891
H -1.50598 2.40768 6.11158
H 0.08779 0.71806 5.44373
H 0.98955 2.31627 5.33101
H 1.23067 0.84905 3.56454
*
```

A cluster of 7 separate species, C16H50N3O8 in total at a distorted geometry. Source: the Open Molecules 2025 dataset; level of theory: the ωB97M-V functional and the def2-TZVPD basis.

Computed properties:
Energy relative to the best compared isomer or geometry (same formula, charge and spin) (eV): 4.1144
Gap between HOMO and LUMO (eV): 9.531
HOMO energy (eV): -11.641

The geometry in ORCA input format:
```
! RIJCOSX wB97M-V def2-TZVPD def2/J DEFGRID3
* xyz 1 1
N 26.44715 -14.31879 43.03586
H 26.54107 -13.48901 43.61892
H 27.58998 -14.44675 42.67183
H 25.64848 -14.26913 42.38246
H 26.01273 -15.14117 43.49292
C 29.98511 -12.18141 40.73902
O 28.82590 -12.69861 41.13963
H 30.85504 -12.75948 41.11107
H 30.28217 -11.07749 41.02602
H 29.92386 -12.05626 39.79656
H 28.51625 -13.23860 40.30807
C 26.58708 -14.12113 38.67558
O 27.18046 -14.53054 39.86139
H 25.96213 -13.13666 38.66091
H 26.02967 -15.03423 38.15856
H 27.52678 -13.82564 37.94446
H 27.63978 -15.38129 39.73562
C 24.46704 -11.33780 41.23879
O 25.66776 -11.70533 41.65979
H 24.07044 -11.42219 40.34264
H 24.15738 -10.49497 41.33822
H 23.63411 -11.80633 41.82518
H 26.30443 -11.04430 41.39410
C 23.49975 -14.84668 40.17139
O 23.64837 -15.24571 41.48468
H 24.15536 -14.02727 39.98581
H 22.40818 -14.77739 39.84463
H 23.97647 -15.61967 39.47011
H 22.60982 -15.21205 41.83405
C 31.95399 -15.08873 36.98174
O 31.63112 -15.45214 38.19658
C 30.28618 -16.02862 38.27118
C 29.97597 -16.39223 39.76468
N 28.55770 -16.78992 39.97294
C 28.26767 -17.12488 41.35498
C 26.85585 -17.56742 41.52490
O 26.61089 -17.52337 42.92876
C 25.41564 -18.26400 43.26749
H 31.47418 -14.08493 36.70013
H 31.97975 -15.82417 36.20901
H 32.94260 -14.91728 37.03618
H 30.42267 -16.87629 37.74919
H 29.69082 -15.44924 37.63827
H 30.38039 -15.55317 40.33595
H 30.64167 -17.15363 40.01918
H 28.42874 -17.66218 39.45022
H 28.51414 -16.14975 42.00798
H 28.88377 -17.73515 41.75491
H 26.90245 -18.45382 40.95158
H 26.01756 -16.98709 41.17873
H 25.49748 -19.23893 42.86903
H 24.64334 -17.89436 42.70942
H 25.09552 -18.13425 44.44871
C 20.35793 -11.97552 45.13653
O 21.84712 -11.93676 45.53280
C 22.64648 -13.06999 45.21131
C 24.02374 -12.75461 45.80515
N 24.87500 -13.78693 45.59111
C 26.13292 -13.55124 46.26848
C 27.05887 -14.73179 46.50168
O 27.87589 -14.76139 45.33818
C 28.62814 -16.00174 45.16572
H 20.35156 -11.79460 44.06402
H 19.60867 -11.11169 45.58516
H 19.92501 -12.99652 45.19459
H 22.60280 -13.31662 44.13049
H 22.21930 -13.95306 45.46118
H 23.89519 -12.34108 46.62563
H 24.40097 -11.95718 45.08193
H 24.39185 -14.80423 45.87713
H 25.95636 -13.12669 47.20588
H 26.71551 -12.75660 45.86914
H 26.62511 -15.79203 46.69440
H 27.63193 -14.65780 47.34387
H 29.14173 -15.81870 44.19982
H 28.05071 -16.92543 45.21547
H 29.51988 -16.12742 45.81452
*
```

What did the first record say?
A structure of composition C16H49GaN4O6PS. Source: the Open Molecules 2025 dataset; level of theory: the ωB97M-V functional and the def2-TZVPD basis.

Computed properties:
Gap between HOMO and LUMO (eV): 6.161
HOMO energy (eV): -4.542

The geometry in ORCA input format:
```
! RIJCOSX wB97M-V def2-TZVPD def2/J DEFGRID3
* xyz -1 1
O 2.41439 -6.13067 -6.64180
P 1.80389 -6.05203 -8.17335
O 2.01605 -7.60950 -8.62125
S -0.12377 -5.71813 -8.15003
Ga 3.19047 -4.55540 -9.44251
H 3.03608 -5.40024 -6.53607
H 2.94397 -7.76305 -8.83740
H 2.42544 -3.17303 -9.45609
H 3.33957 -5.24798 -10.87195
H 4.59703 -4.50423 -8.66576
C -3.95243 -7.26146 -4.30634
C -2.64584 -6.79950 -4.94538
C -1.60829 -6.28130 -3.94475
O -1.91752 -5.01964 -3.36582
C -2.76725 -5.05456 -2.24550
N -2.92889 -5.85047 -6.01800
H -4.57198 -6.41115 -4.01637
H -4.52555 -7.84805 -5.02422
H -3.77379 -7.87416 -3.41915
H -2.17725 -7.66943 -5.41813
H -0.66663 -6.13723 -4.47681
H -1.44466 -7.01686 -3.14338
H -2.57476 -5.93500 -1.62098
H -3.82583 -5.04543 -2.52062
H -2.56407 -4.15920 -1.65476
H -2.05911 -5.69444 -6.52517
H -3.17184 -4.95550 -5.60240
C 0.94861 -2.04713 1.61618
C -0.03491 -2.54132 0.56135
C -1.50010 -2.43918 1.00060
O -1.89952 -3.40243 1.96053
C -1.64064 -3.06070 3.30552
N 0.34528 -3.88630 0.13365
H 1.07992 -2.78500 2.40944
H 1.92781 -1.88707 1.16359
H 0.61093 -1.11267 2.06822
H 0.05698 -1.88901 -0.31380
H -2.13506 -2.61610 0.12928
H -1.71845 -1.43122 1.37938
H -1.76710 -1.98555 3.47309
H -0.63172 -3.34206 3.61853
H -2.35803 -3.60208 3.92225
H -0.19786 -4.16627 -0.67734
H 0.09950 -4.53926 0.87181
C 1.86835 1.32154 4.51139
C 1.64121 1.72320 3.05854
C 1.99959 3.17934 2.75019
O 1.08837 4.12952 3.27337
C 1.32692 4.53643 4.60363
N 0.26984 1.38025 2.68051
H 1.08877 1.72615 5.15851
H 1.83657 0.23645 4.60414
H 2.83490 1.67315 4.87707
H 2.30487 1.11282 2.43627
H 1.97786 3.32034 1.66731
H 3.01580 3.40678 3.09891
H 2.39893 4.58719 4.82062
H 0.84963 3.87811 5.33406
H 0.90377 5.53486 4.71944
H 0.14547 1.50594 1.68043
H -0.36340 2.04606 3.11474
C -0.48088 10.12339 2.47674
C -0.38514 8.83063 3.27894
C -0.09893 9.04303 4.76985
O 1.22870 9.43252 5.06773
C 1.48561 10.81997 5.01082
N 0.57514 7.93949 2.63406
H 0.50723 10.54929 2.29807
H -0.92719 9.92305 1.50371
H -1.08846 10.87022 2.99166
H -1.36175 8.33623 3.23402
H -0.24413 8.09044 5.28591
H -0.80548 9.76747 5.19797
H 0.63145 11.39564 5.38359
H 1.71800 11.15853 3.99810
H 2.34653 11.01703 5.64853
H 0.54612 7.01505 3.04996
H 1.51268 8.29088 2.80291
*
```